Entry A
C3H9NO2S | ωB97M-V with the def2-TZVPD basis set

2S+1   2
Gap between HOMO and LUMO (spin up / spin down)   9.4 / 4.2 eV
Charge   +1
M   123.2 g/mol

Each line ends with the Mulliken charge.
Atoms and positions in Å:
C (0.1833, -0.1341, 0.6604)  -0.7886
C (-0.8621, 0.5760, 1.4550)  -0.3016
S (-1.0183, 0.2812, 3.1209)  0.2026
C (-0.2696, 0.0454, -0.8618)  0.4550
N (-0.1979, 1.3579, -1.1130)  -0.3866
O (-0.6238, -0.7023, -1.7364)  -0.5427
H (1.2192, 0.2419, 0.6685)  0.4053
H (0.4451, -1.1983, 0.7720)  0.3556
H (-0.7652, 1.6304, 1.3935)  0.3887
H (-1.7168, 0.2033, 0.8879)  0.4105
H (-1.2593, 1.4888, 3.6754)  0.2909
H (0.3830, 1.8311, -0.4420)  0.1964
H (-0.3577, 1.6077, -2.1307)  0.2979
H (1.0068, -2.6731, -1.7605)  0.3050
H (1.9775, -1.8454, -2.4475)  0.3079
O (1.8559, -2.7102, -2.1417)  -0.5963

---

Entry B
C3H9NO2S | ωB97M-V with the def2-TZVPD basis set

2S+1   2
Gap between HOMO and LUMO (spin up / spin down)   9.5 / 4.6 eV
Charge   +1
M   123.2 g/mol

Each line ends with the Mulliken charge.
Atoms and positions in Å:
O (2.1451, 2.2505, -0.3169)  -0.3651
C (2.3041, 1.0931, -0.4906)  -0.1206
C (1.7852, 0.0506, 0.4888)  0.1548
C (0.4107, -0.5698, -0.2871)  -0.7031
S (0.7458, -2.0771, -1.0867)  0.0354
N (1.4170, 0.5124, 1.7422)  -0.4241
H (2.8349, 0.7130, -1.3787)  0.4024
H (2.4902, -0.7611, 0.5577)  0.4428
H (-0.3061, -0.7234, 0.5149)  0.3743
H (0.1182, 0.1838, -1.0130)  0.3861
H (0.3052, -2.9263, -0.1388)  0.2370
H (1.9904, 0.1261, 2.4719)  0.2805
H (1.3766, 1.5330, 1.8000)  0.2995
H (-7.2223, 0.4443, -0.1504)  0.3181
H (-6.9571, 1.7851, 0.5055)  0.3209
O (-7.3451, 0.9129, 0.6807)  -0.6390

---

Last place for stability: entry A

---

Entry A
C3H8N3O2 | ωB97M-V with the def2-TZVPD basis set

Gap between HOMO and LUMO   10.5 eV
Charge   +1
M   118.1 g/mol

Each line ends with the Mulliken charge.
Atoms and positions in Å:
C (1.6310, -1.1433, 0.8193)  0.1236
C (0.3804, 0.9137, -0.8289)  0.6393
C (-0.9682, 0.3987, -2.8125)  -0.7207
N (1.1898, -1.7854, -0.2278)  -0.0141
N (-0.5343, 0.4076, -1.4671)  -0.2456
N (1.1730, -1.3623, 2.0759)  -0.3696
O (1.1419, 1.1095, 0.0818)  -0.5193
O (-0.0430, -2.6059, -0.0784)  -0.4161
H (-0.7290, 1.2967, -3.2530)  0.3739
H (-0.5481, -0.4191, -3.2408)  0.2960
H (-2.1321, 0.3340, -2.7748)  0.2555
H (1.4841, -1.4785, -1.1789)  0.3183
H (2.7754, -0.6811, 0.4566)  0.3120
H (1.7660, -1.6144, 2.8745)  0.2913
H (0.2735, -1.8907, 1.9621)  0.3251
H (-0.0983, -3.1746, -0.8281)  0.3504

---

Entry B
C3H8N3O2 | ωB97M-V with the def2-TZVPD basis set

Gap between HOMO and LUMO   9.8 eV
Charge   +1
M   118.1 g/mol

Each line ends with the Mulliken charge.
Atoms and positions in Å:
C (1.7660, 1.1797, 0.7635)  0.1255
C (-1.9500, -0.7834, -0.6214)  0.3999
C (-3.7281, -2.2104, -1.5970)  -0.6140
N (2.1046, 1.7567, 1.8462)  0.0227
N (-2.9196, -1.2870, -1.0676)  -0.0560
N (2.6312, 0.6749, -0.0546)  -0.2894
O (-0.9899, -0.1972, -0.2612)  -0.5366
O (3.4085, 1.8402, 2.2500)  -0.4476
H (-4.6903, -2.4745, -0.9697)  0.2389
H (-4.1532, -1.6623, -2.5519)  0.2479
H (-3.3296, -3.2016, -1.9105)  0.2952
H (1.3648, 1.8739, 2.6042)  0.3174
H (0.6953, 1.1428, 0.5270)  0.3814
H (2.2229, 0.2893, -0.9136)  0.2806
H (3.5990, 0.5502, 0.1461)  0.2515
H (3.9685, 2.5089, 1.8104)  0.3825

---

Last place for stability: entry A